{"formula": "C41H73FN3O4Si", "method": "wB97M-V/def2-TZVPD", "species": ["Si", "F", "O", "O", "O", "O", "N", "N", "N", "C", "C", "C", "C", "C", "C", "C", "C", "C", "C", "C", "C", "C", "C", "C", "C", "C", "C", "C", "C", "C", "C", "C", "C", "C", "C", "C", "C", "C", "C", "C", "C", "C", "C", "C", "C", "C", "C", "C", "C", "C", "H", "H", "H", "H", "H", "H", "H", "H", "H", "H", "H", "H", "H", "H", "H", "H", "H", "H", "H", "H", "H", "H", "H", "H", "H", "H", "H", "H", "H", "H", "H", "H", "H", "H", "H", "H", "H", "H", "H", "H", "H", "H", "H", "H", "H", "H", "H", "H", "H", "H", "H", "H", "H", "H", "H", "H", "H", "H", "H", "H", "H", "H", "H", "H", "H", "H", "H", "H", "H", "H", "H", "H", "H"], "coordinates": [[-10.2993, 1.0144, -0.0418], [-0.6992, 0.5826, 1.7702], [-1.4521, -1.2553, -1.4198], [11.5891, -2.2567, -2.5506], [4.5530, 1.4723, 3.4391], [0.4008, -0.6754, -0.2456], [-2.2993, 1.4533, 0.3201], [10.5026, -1.8081, -3.2357], [5.0027, 1.6470, 2.1672], [-8.6598, -1.3596, 1.0568], [-12.0778, 1.0410, -0.8335], [-9.9440, -0.8186, 0.3721], [11.3148, -3.4379, -4.9957], [-3.5279, -1.8268, 0.7998], [-7.9605, 2.0887, 2.6032], [-2.9669, 2.2919, 1.3147], [-6.3814, 4.1097, 2.0608], [-2.7150, -0.7566, 1.6498], [7.1179, 1.7239, 0.8543], [9.1915, -2.2630, -5.3054], [-9.1328, 1.7906, -1.3431], [-7.6561, 3.2443, 1.5359], [7.2699, 1.6642, 3.2948], [-10.4814, 2.0933, 1.5701], [4.0238, 0.9938, 1.2418], [-1.7329, 0.1959, 0.7903], [-11.0226, -1.9075, 0.0032], [4.1319, -0.5453, 1.2526], [-0.8840, -0.6292, -0.3346], [9.3837, -4.0571, -3.5271], [6.4952, -0.3931, 2.0967], [10.1045, -2.8719, -4.2065], [-9.4973, 1.6577, 2.7583], [8.2660, -3.6261, -2.5804], [2.5591, 1.3850, 1.5626], [-4.0161, 0.5760, -1.4662], [4.2268, 1.5159, -0.1998], [9.4717, -1.3962, -2.2350], [8.7715, -2.6015, -1.5720], [-9.5311, -3.9110, 1.0802], [-2.7846, 1.5219, -1.0560], [-4.9487, -1.9433, 1.0957], [-5.1276, 3.2219, 2.5027], [-4.5683, 2.2178, 1.3833], [6.4097, 1.1493, 2.1103], [-10.8129, -3.4256, 0.3531], [-8.4258, -2.8625, 1.4193], [8.4131, -0.4892, -2.9055], [5.5615, -1.0438, 1.0785], [10.0630, -0.4960, -1.1197], [6.6657, 2.6674, 0.5342], [-3.1119, -2.5237, 0.0036], [-7.3189, 2.7591, 0.5501], [1.8768, 0.9949, 0.8004], [-4.7218, 1.2157, -2.1319], [9.2701, -0.1086, -0.4727], [2.2127, 0.9772, 2.5169], [-6.7607, 4.6396, 3.0202], [-7.2659, 1.2022, 2.4032], [-12.4683, 2.1013, -1.0013], [-4.6740, 0.2743, -0.5648], [-12.0001, -1.6644, -0.5322], [-2.0114, -1.3586, 2.3495], [-4.9688, 1.1552, 1.5455], [-2.6955, 3.3969, 1.0936], [2.4358, 2.4718, 1.5894], [10.9818, -4.1475, -5.7594], [-9.4940, 1.5488, -2.4163], [7.7516, -1.0206, -3.5883], [-7.4640, -3.1639, 1.9438], [-2.5835, 2.1119, 2.3919], [-11.5553, 1.8537, 1.9394], [7.7560, -0.0373, -2.1565], [-12.1556, 0.3701, -1.7569], [-3.7350, -0.3279, -2.1075], [-7.8177, -0.6446, 1.3265], [-9.8937, 2.1495, 3.7275], [-8.0592, 1.4141, -1.2532], [8.9680, -4.7301, -4.2856], [3.7368, -0.9416, 2.1958], [8.1721, 1.9519, 1.0459], [-5.7704, -1.8701, 0.3124], [-9.1519, 2.9453, -1.2789], [7.9308, -2.2568, -0.9591], [5.9110, -0.8541, 0.0582], [3.4123, 1.1863, -0.8511], [10.7546, -1.0348, -0.4643], [7.1137, 1.0320, 0.0101], [7.8844, -4.5025, -2.0467], [7.5242, -0.7120, 1.8912], [9.3758, -2.7142, -6.2859], [-4.9610, 2.5438, 0.3453], [8.8879, 0.3283, -3.4554], [-5.1895, -2.0518, 2.2222], [-1.9682, 1.3560, -1.8593], [10.1055, -4.6534, -2.9557], [4.2388, 2.6096, -0.2234], [-10.4860, 3.2060, 1.3197], [-3.4299, -0.1986, 2.3375], [-9.6046, 0.5209, 2.9467], [9.3767, -1.1921, -5.4330], [7.2500, 2.7580, 3.3500], [11.8627, -2.6374, -5.5042], [-11.6362, -4.1658, 0.0786], [-4.2656, 3.9668, 2.7234], [-8.4953, 3.9991, 1.3796], [3.5046, -0.9706, 0.4617], [6.9450, 1.2658, 4.2588], [9.4618, -3.1024, -0.8820], [-6.1599, 4.9153, 1.2850], [-12.7668, 0.5752, -0.0250], [7.4183, -3.2232, -3.1425], [6.2481, -0.7882, 3.0895], [8.3144, 1.3581, 3.1774], [10.5914, 0.3630, -1.5426], [5.1405, 1.1543, -0.6717], [12.0162, -3.9846, -4.3609], [-5.2797, 2.6591, 3.5021], [-3.1428, 2.6091, -1.2438], [-7.6341, 2.5079, 3.6331], [5.5849, -2.1312, 1.2079], [8.1289, -2.4108, -5.1066], [-9.3307, -4.9874, 1.3873]], "atomic_forces_ev_per_a": [[-0.9725, 0.6601, -0.3443], [-1.5977, -0.3518, -0.8939], [0.4654, 2.8488, 4.8648], [-1.5753, 1.2687, -1.4616], [0.8445, 0.9527, -2.1660], [-3.4752, 0.9097, 1.1041], [0.2457, -1.1262, 0.1626], [2.0959, -2.6605, 2.6403], [-1.0052, -2.3299, 3.4166], [-1.9213, -2.4055, -0.4762], [-0.6862, -0.6096, 0.8137], [0.3829, -4.9414, 0.7092], [0.4172, 0.2020, 0.6130], [-3.4759, 0.1961, 0.8192], [-0.0033, 0.6350, 0.5470], [-0.6150, 0.8697, 0.9999], [-1.1890, -0.5692, 0.9594], [1.0381, -2.4223, 0.7567], [0.0265, 0.1449, -0.3116], [-0.2382, 0.2430, -0.0978], [0.4804, 0.4613, -1.0373], [1.6619, -0.0593, 0.3338], [-0.6243, 0.0275, 0.3648], [-0.5576, -0.7970, 0.5533], [-1.3466, 0.3487, -1.7029], [0.7744, -0.3157, 0.5855], [2.9345, -1.7532, 1.7638], [0.2570, -0.1338, 0.1965], [2.1028, -2.6429, -4.8287], [-0.0489, 0.0610, 0.4672], [-0.3719, -0.2210, -0.0381], [-0.4666, -0.4454, -2.0134], [-0.4133, 0.3333, 0.6483], [-0.0161, -0.0112, -0.0483], [0.1911, -0.0208, 0.5742], [-1.2401, 0.5895, -0.4949], [0.3339, -0.0753, -0.2155], [-1.3166, 1.5825, 0.6117], [0.1732, -0.3300, -0.1093], [0.0408, 4.0932, -0.7747], [-0.6710, 0.6259, -1.7956], [2.7949, 0.3151, 0.2358], [1.0873, 0.5050, -0.2372], [-0.4609, 0.4548, -0.5954], [1.8664, 0.4373, -0.4902], [2.4590, 2.4615, 0.9424], [-3.6452, 1.3088, -1.7916], [-0.2066, -0.1430, -0.2979], [0.0271, 0.0288, 0.0588], [0.6137, -0.4402, -0.0506], [-0.0550, -0.1838, 0.0356], [-0.1939, 2.2104, 0.3918], [-0.8830, 0.8340, 1.2798], [0.2521, -0.1363, 0.0194], [1.0270, -0.8998, 0.9385], [-0.1135, -0.1469, -0.2938], [0.1964, 0.1204, -0.1146], [0.6521, -0.5884, -1.5099], [-1.0460, 1.1689, 0.1660], [0.6204, -1.4524, -0.0564], [1.3216, 0.3163, -1.4591], [1.6488, -0.1565, 0.8977], [-0.7894, 1.1071, -1.0754], [0.7375, 1.4147, -0.1738], [-0.4956, -1.5932, 0.2671], [0.1407, -0.0346, 0.0534], [-0.2716, 0.2064, 0.1534], [0.5436, 0.1722, 1.7347], [0.1066, 0.0202, -0.0233], [-1.4764, 0.4337, -0.8746], [-0.2693, -0.0287, -1.9215], [1.5983, 0.3780, -0.5758], [0.2117, -0.1255, 0.0816], [0.0467, 1.2006, 1.0972], [-0.0839, 1.1873, 1.3673], [-1.2711, -0.9805, -0.4290], [0.6159, -0.7118, -1.4848], [-1.3301, 0.6460, -0.1428], [0.1778, 0.2135, -0.1216], [0.0114, 0.2314, -0.0025], [-0.1529, -0.1742, 0.1951], [1.2069, -1.5123, 1.0093], [0.1504, -1.8176, 0.0761], [0.1613, 0.2148, -0.1034], [0.0074, 0.0537, -0.0128], [-0.0519, -0.0483, 0.3227], [-0.0117, 0.0092, -0.2872], [-0.1560, 0.0801, -0.0073], [0.0068, 0.0813, -0.0696], [0.0248, 0.2935, 0.0590], [0.0991, -0.1175, 0.2706], [0.4930, -0.4615, 1.5869], [0.0238, -0.1071, 0.0401], [-0.1058, 1.5292, -1.7971], [-1.0036, 0.0649, 1.7012], [0.1084, 0.1891, -0.0710], [0.0267, -0.0765, 0.0860], [0.2152, -1.4513, 0.4314], [0.9532, -0.5291, -1.1754], [0.2571, 1.8022, -0.4682], [-0.0322, -0.1279, 0.1204], [-0.0734, -0.1203, -0.0286], [-0.0787, -0.0453, 0.1129], [1.3499, 1.1593, 0.4389], [-1.3260, -1.0874, -0.2745], [0.9391, -1.2835, 0.1273], [-0.1024, 0.3278, 0.1014], [-0.2012, 0.1105, -0.1618], [0.1223, 0.1485, -0.1308], [0.1156, -1.1628, 1.0002], [0.9094, 0.7106, -1.3105], [0.0391, 0.0196, 0.0050], [-0.0541, 0.2234, -0.0047], [-0.1955, -0.0453, -0.2996], [-0.0169, -0.1068, -0.0373], [0.0485, 0.0762, 0.0617], [-0.0740, 0.2460, 0.0838], [-0.0870, 0.9249, -1.6766], [0.6303, -1.5939, 0.5672], [-0.4811, -0.7611, -1.5844], [0.0249, 0.0742, -0.0323], [0.0589, 0.1237, 0.0737], [-0.5712, 1.5842, -0.6319]], "lowdin_charge": [0.558, -0.064, -0.182, -0.027, -0.028, -0.085, -0.120, -0.048, -0.049, -0.071, -0.234, -0.213, -0.052, -0.121, -0.202, -0.194, -0.216, -0.095, -0.045, -0.040, -0.217, -0.207, -0.054, -0.277, -0.475, -0.286, -0.068, -0.122, -0.481, -0.139, -0.139, -0.479, -0.254, -0.180, -0.042, -0.111, -0.039, -0.478, -0.131, -0.074, -0.220, -0.082, -0.219, -0.196, -0.476, -0.079, -0.058, -0.034, -0.190, -0.038, 0.086, 0.106, 0.089, 0.064, 0.065, 0.065, 0.080, 0.110, 0.092, 0.039, 0.046, 0.069, 0.130, 0.090, 0.131, 0.087, 0.082, 0.046, 0.062, 0.072, 0.137, 0.083, 0.073, 0.036, 0.072, 0.067, 0.104, 0.030, 0.125, 0.128, 0.076, 0.043, 0.048, 0.115, 0.088, 0.094, 0.079, 0.045, 0.116, 0.116, 0.079, 0.107, 0.092, 0.056, 0.130, 0.122, 0.088, 0.070, 0.097, 0.100, 0.086, 0.088, 0.089, 0.077, 0.108, 0.101, 0.131, 0.073, 0.125, 0.108, 0.038, 0.104, 0.122, 0.079, 0.090, 0.051, 0.074, 0.114, 0.117, 0.109, 0.112, 0.070, 0.081], "e_homo_ev": [-4.609, -4.609], "orbital_gap_ev": [6.6, 5.8], "e_tot_ev": -66945.881, "spin_multiplicity": 3, "total_charge": -1, "s_squared": 2.0089}